Model 1:
One molecule with the formula C5H7FN2. Source: OMol25; level of theory: ωB97M-V/def2-TZVPD.

Computed properties:
* net charge: 0
* frontier orbital gap: 9.8 eV
* SMILES string: C=C/N=C\C=C(\N)F

Geometry (Å):
C -1.02 1.58 -0.41
C -1.77 0.67 0.16
N -1.90 -0.73 -0.20
C -1.01 -1.58 0.00
C 0.27 -1.00 0.54
C 1.19 -0.28 -0.09
N 2.40 0.12 0.48
F 1.09 -0.20 -1.41
H -0.63 1.46 -1.43
H -1.23 2.69 -0.20
H -2.54 0.93 0.92
H -1.24 -2.64 -0.27
H 0.37 -1.26 1.58
H 3.12 -0.59 0.40
H 2.89 0.84 -0.06

---

Model 2:
One molecule with the formula C5H7FN2. Source: OMol25; level of theory: ωB97M-V/def2-TZVPD.

Computed properties:
* net charge: 0
* frontier orbital gap: 8.6 eV

Geometry (Å):
C -0.36 1.58 -0.32
C 0.36 0.61 0.12
C -1.74 -0.37 0.64
C 1.36 -1.48 -0.48
C 1.44 -0.29 0.56
N -2.42 0.56 0.14
N -1.77 1.65 -0.25
F -2.18 -1.54 1.01
H -0.02 2.50 -0.61
H 1.39 -2.38 0.03
H 2.11 -1.44 -1.20
H 0.38 -1.36 -0.94
H 2.38 0.15 0.57
H 1.21 -0.46 1.65
H -2.15 2.28 -0.92

---

Model 3:
One molecule with the formula C5H7FN2. Source: OMol25; level of theory: ωB97M-V/def2-TZVPD.

Computed properties:
* net charge: 0
* frontier orbital gap: 9.8 eV
* SMILES string: FC[C@@H]1[C@@H]2N=CN[C@H]12

Geometry (Å):
F -0.85 -2.20 1.25
C -1.00 -1.26 0.25
C 0.37 -0.91 -0.29
C 1.26 0.24 0.12
N 0.78 1.35 0.85
C -0.21 1.83 0.16
N -0.47 1.27 -1.06
C 0.55 0.25 -1.26
H -1.60 -1.75 -0.52
H -1.50 -0.39 0.67
H 1.02 -1.79 -0.54
H 2.30 -0.10 0.28
H -0.84 2.59 0.52
H -0.73 1.82 -1.84
H 0.99 0.19 -2.28

---

Looking at the structures above, which would you pick as the most stable? I would pick model 3.